1.
{
  "formula": "CHO3PS2",
  "method": "ωB97M-V with the def2-TZVPD basis set",
  "symbols": ["C", "O", "O", "O", "P", "S", "S", "H"],
  "xyz": [[0.137, -1.045, -1.232], [2.205, 2.018, 1.705], [1.070, -1.729, -0.931], [-1.660, 1.117, -0.236], [-0.745, 0.042, 0.192], [-0.729, -0.835, -2.619], [-1.579, -1.252, 1.447], [1.301, 1.685, 1.674]],
  "relative_energy_kj_mol": 330.3,
  "e_homo_ev": [0.24, 0.23],
  "homo_lumo_gap_ha": [0.1813, 0.1813],
  "spin_multiplicity": 1,
  "total_charge": -2
}



2.
{
  "formula": "C22H45N2O9Sr",
  "method": "ωB97M-V with the def2-TZVPD basis set",
  "symbols": ["Sr", "C", "C", "O", "C", "C", "O", "C", "C", "O", "C", "C", "O", "C", "C", "O", "C", "C", "O", "H", "H", "H", "H", "H", "H", "H", "H", "H", "H", "H", "H", "H", "H", "H", "H", "H", "H", "H", "H", "H", "H", "H", "H", "C", "C", "C", "O", "C", "O", "O", "H", "H", "H", "H", "H", "H", "H", "C", "C", "N", "C", "C", "C", "C", "N", "H", "H", "H", "H", "H", "H", "H", "H", "H", "H", "H", "H", "H", "H"],
  "xyz": [[0.102, -0.262, 0.557], [-2.341, 2.416, 0.614], [-1.292, 2.828, -0.387], [-0.026, 2.466, 0.144], [1.078, 2.910, -0.650], [2.329, 2.231, -0.159], [2.185, 0.815, -0.324], [3.349, 0.060, -0.676], [2.934, -1.395, -0.876], [1.653, -1.520, -1.504], [1.640, -1.263, -2.902], [1.277, 0.170, -3.227], [0.048, 0.572, -2.629], [-1.122, 0.223, -3.356], [-1.838, -0.935, -2.703], [-2.100, -0.643, -1.332], [-3.328, 0.042, -1.113], [-3.444, 0.276, 0.366], [-2.328, 1.008, 0.880], [-3.330, 2.726, 0.265], [-2.159, 2.912, 1.570], [-1.348, 3.913, -0.539], [-1.429, 2.338, -1.358], [1.193, 3.995, -0.545], [0.880, 2.668, -1.697], [2.511, 2.448, 0.897], [3.187, 2.574, -0.745], [4.100, 0.117, 0.117], [3.775, 0.504, -1.583], [2.836, -1.910, 0.077], [3.696, -1.902, -1.474], [0.922, -1.962, -3.337], [2.613, -1.505, -3.345], [1.231, 0.310, -4.312], [2.033, 0.854, -2.847], [-0.889, -0.007, -4.400], [-1.769, 1.105, -3.368], [-1.231, -1.841, -2.711], [-2.773, -1.160, -3.226], [-4.172, -0.567, -1.456], [-3.341, 0.980, -1.680], [-3.434, -0.676, 0.898], [-4.375, 0.795, 0.612], [-0.190, -4.683, 0.494], [-0.590, -3.542, 1.411], [-1.643, -3.940, 2.421], [-1.121, -2.457, 0.580], [0.686, -3.011, 2.110], [1.127, -3.673, 3.031], [1.183, -1.931, 1.611], [-1.071, -5.108, 0.004], [0.286, -5.475, 1.071], [0.506, -4.332, -0.269], [-2.498, -4.403, 1.921], [-2.002, -3.078, 2.985], [-1.218, -4.651, 3.127], [-1.754, -2.794, -0.062], [3.169, 3.236, 5.709], [2.078, 2.198, 5.880], [1.162, 2.112, 4.742], [0.122, 3.131, 4.645], [0.413, 4.248, 3.651], [1.282, 1.172, 3.773], [2.413, 0.185, 3.882], [0.471, 1.038, 2.766], [3.852, 3.214, 6.559], [2.763, 4.247, 5.648], [3.750, 3.054, 4.803], [1.466, 2.427, 6.756], [2.499, 1.214, 6.065], [-0.001, 3.551, 5.644], [-0.833, 2.643, 4.421], [1.316, 4.794, 3.925], [-0.410, 4.964, 3.635], [0.551, 3.870, 2.636], [2.309, -0.438, 4.772], [3.374, 0.700, 3.955], [2.386, -0.486, 3.029], [-0.261, 1.743, 2.822]],
  "relative_energy_kj_mol": 0.0,
  "e_homo_ev": -10.86,
  "homo_lumo_gap_ha": 0.3286,
  "spin_multiplicity": 1,
  "total_charge": 1
}



3.
{
  "formula": "HI3OP",
  "method": "ωB97M-V with the def2-TZVPD basis set",
  "symbols": ["O", "P", "I", "I", "I", "H"],
  "xyz": [[-0.872, 0.430, -0.814], [-0.733, 1.979, -0.674], [-2.971, 2.550, -0.404], [-0.649, 0.592, -4.121], [-0.919, -0.027, -6.592], [-0.224, -0.369, -0.774]],
  "relative_energy_kj_mol": 181.0,
  "e_homo_ev": -12.34,
  "homo_lumo_gap_ha": 0.1860,
  "spin_multiplicity": 1,
  "total_charge": 1
}



4.
{
  "formula": "C22H12BrN4NiS",
  "method": "ωB97M-V with the def2-TZVPD basis set",
  "symbols": ["Ni", "Br", "C", "C", "C", "C", "C", "C", "C", "C", "C", "C", "H", "H", "H", "H", "H", "H", "S", "N", "C", "C", "C", "C", "C", "N", "C", "C", "N", "C", "C", "C", "C", "C", "N", "H", "H", "H", "H", "H", "H"],
  "xyz": [[-0.067, -0.065, -0.031], [-0.428, -0.262, -2.309], [-1.700, -1.686, -2.190], [-2.207, -2.276, -3.300], [-3.200, -3.263, -3.108], [-3.652, -3.555, -1.854], [-3.128, -2.902, -0.710], [-3.643, -3.116, 0.590], [-3.153, -2.405, 1.643], [-2.074, -1.502, 1.471], [-1.489, -1.294, 0.247], [-2.079, -1.964, -0.867], [-1.880, -2.001, -4.293], [-3.615, -3.766, -3.971], [-4.438, -4.287, -1.718], [-4.450, -3.825, 0.727], [-3.579, -2.534, 2.630], [-1.725, -0.971, 2.345], [4.916, 3.383, 4.157], [4.134, 1.996, 4.395], [3.361, 1.809, 3.337], [2.500, 0.662, 3.115], [2.418, -0.439, 3.969], [1.590, -1.479, 3.624], [0.820, -1.389, 2.465], [0.855, -0.328, 1.665], [1.723, 0.665, 1.962], [1.832, 1.729, 0.974], [1.107, 1.556, -0.148], [1.160, 2.497, -1.085], [1.944, 3.641, -0.957], [2.705, 3.810, 0.177], [2.658, 2.832, 1.171], [3.429, 2.870, 2.400], [4.250, 3.840, 2.765], [3.019, -0.460, 4.869], [1.514, -2.366, 4.236], [0.152, -2.184, 2.177], [0.557, 2.341, -1.968], [1.948, 4.374, -1.750], [3.338, 4.677, 0.313]],
  "relative_energy_kj_mol": 0.0,
  "e_homo_ev": [-10.95, -10.95],
  "homo_lumo_gap_ha": [0.2592, 0.2593],
  "spin_multiplicity": 1,
  "total_charge": 1
}



5.
{
  "formula": "C52H93F2NO15",
  "method": "ωB97M-V with the def2-TZVPD basis set",
  "symbols": ["C", "C", "C", "C", "C", "C", "C", "C", "F", "C", "C", "C", "F", "C", "O", "C", "C", "C", "C", "C", "C", "C", "C", "C", "O", "C", "C", "C", "N", "C", "C", "C", "C", "O", "H", "H", "H", "H", "H", "H", "H", "H", "H", "H", "H", "H", "H", "H", "H", "H", "H", "H", "H", "H", "H", "H", "H", "H", "H", "H", "H", "H", "H", "H", "H", "H", "H", "H", "H", "H", "H", "C", "O", "C", "C", "O", "C", "C", "O", "C", "H", "H", "H", "H", "H", "H", "H", "H", "H", "H", "H", "H", "H", "H", "C", "O", "C", "C", "O", "C", "C", "O", "C", "H", "H", "H", "H", "H", "H", "H", "H", "H", "H", "H", "H", "H", "H", "C", "O", "C", "C", "O", "C", "C", "O", "C", "H", "H", "H", "H", "H", "H", "H", "H", "H", "H", "H", "H", "H", "H", "C", "O", "C", "C", "O", "C", "C", "O", "C", "H", "H", "H", "H", "H", "H", "H", "H", "H", "H", "H", "H", "H", "H"],
  "xyz": [[-2.541, 9.187, -4.853], [-1.598, 8.259, -4.765], [-1.806, 6.820, -5.155], [-0.613, 6.194, -5.842], [-0.285, 6.536, -7.162], [-1.148, 7.495, -7.947], [-2.044, 6.802, -8.984], [-3.154, 5.999, -8.348], [-3.991, 5.479, -9.336], [0.841, 5.983, -7.777], [1.327, 6.416, -9.135], [2.484, 7.406, -9.023], [2.217, 8.374, -8.058], [1.615, 5.042, -7.100], [2.716, 4.517, -7.707], [2.491, 3.499, -8.695], [3.185, 2.195, -8.285], [2.283, 0.952, -8.436], [4.519, 2.036, -9.038], [4.345, 1.852, -10.562], [5.338, 0.893, -8.437], [1.288, 4.669, -5.797], [0.181, 5.264, -5.179], [-0.056, 4.862, -3.761], [-0.385, 5.648, -2.900], [0.204, 3.428, -3.434], [-0.639, 2.722, -2.395], [-2.052, 3.233, -2.269], [-2.512, 3.977, -1.361], [1.260, 2.851, -4.024], [1.732, 1.451, -3.755], [0.902, 0.385, -4.517], [2.062, 3.662, -5.008], [3.254, 3.486, -5.113], [-2.384, 10.206, -4.528], [-3.521, 8.946, -5.256], [-0.622, 8.508, -4.361], [-2.049, 6.264, -4.251], [-2.683, 6.753, -5.805], [-0.483, 8.173, -8.482], [-1.754, 8.111, -7.288], [-1.436, 6.135, -9.599], [-2.499, 7.565, -9.618], [-2.761, 5.154, -7.777], [-3.767, 6.626, -7.695], [1.700, 5.565, -9.705], [0.541, 6.864, -9.741], [2.620, 7.927, -9.973], [3.411, 6.902, -8.749], [2.908, 3.860, -9.639], [1.416, 3.362, -8.841], [3.445, 2.280, -7.231], [2.510, 0.374, -9.332], [1.228, 1.224, -8.480], [2.408, 0.279, -7.589], [5.089, 2.957, -8.883], [3.298, 1.742, -10.851], [4.756, 2.690, -11.124], [4.854, 0.950, -10.904], [5.400, 0.986, -7.351], [4.889, -0.074, -8.675], [6.355, 0.890, -8.832], [-0.704, 1.681, -2.723], [-0.158, 2.751, -1.414], [-2.759, 2.916, -3.038], [-1.780, 4.246, -0.701], [1.688, 1.250, -2.685], [2.771, 1.386, -4.070], [1.549, -0.304, -5.054], [0.233, 0.853, -5.242], [0.278, -0.193, -3.836], [-4.482, 2.292, 1.223], [-4.414, 0.920, 0.888], [-3.393, 0.650, -0.053], [-3.002, -0.810, -0.027], [-2.160, -1.157, 1.061], [-2.787, -1.290, 2.326], [-3.524, -2.596, 2.521], [-4.771, -2.584, 1.851], [-5.238, -3.882, 1.555], [-4.700, 2.911, 0.347], [-5.279, 2.409, 1.955], [-3.539, 2.635, 1.666], [-2.508, 1.263, 0.162], [-3.754, 0.907, -1.059], [-2.404, -1.008, -0.920], [-3.891, -1.443, -0.065], [-3.435, -0.438, 2.528], [-1.968, -1.270, 3.051], [-3.699, -2.750, 3.596], [-2.898, -3.417, 2.151], [-4.529, -4.421, 0.916], [-6.181, -3.775, 1.023], [-5.408, -4.466, 2.467], [-6.877, -1.548, 4.313], [-6.123, -0.997, 5.377], [-5.158, -0.067, 4.922], [-4.732, 0.863, 6.033], [-5.662, 1.895, 6.313], [-6.798, 1.547, 7.087], [-6.524, 1.450, 8.569], [-5.870, 0.235, 8.888], [-5.193, 0.293, 10.121], [-6.240, -2.086, 3.606], [-7.598, -2.235, 4.754], [-7.421, -0.764, 3.772], [-5.560, 0.523, 4.088], [-4.276, -0.615, 4.566], [-3.831, 1.382, 5.695], [-4.483, 0.295, 6.932], [-7.263, 0.629, 6.722], [-7.501, 2.370, 6.940], [-7.482, 1.500, 9.108], [-5.910, 2.305, 8.877], [-4.434, 1.085, 10.121], [-4.701, -0.666, 10.269], [-5.885, 0.468, 10.954], [1.456, -7.806, 7.897], [1.291, -6.637, 7.131], [1.623, -6.833, 5.766], [0.959, -5.790, 4.899], [-0.417, -6.031, 4.652], [-1.329, -5.700, 5.686], [-1.642, -4.226, 5.778], [-0.595, -3.514, 6.414], [-0.606, -2.144, 6.091], [2.498, -8.149, 7.892], [1.167, -7.575, 8.921], [0.818, -8.615, 7.522], [1.308, -7.831, 5.438], [2.713, -6.749, 5.649], [1.432, -5.835, 3.916], [1.121, -4.792, 5.312], [-0.995, -6.081, 6.653], [-2.255, -6.212, 5.417], [-2.568, -4.092, 6.356], [-1.806, -3.829, 4.768], [-0.496, -1.991, 5.010], [0.237, -1.681, 6.600], [-1.532, -1.659, 6.424], [9.445, -9.615, 6.782], [8.752, -8.468, 6.350], [8.099, -8.666, 5.110], [7.018, -7.632, 4.896], [5.828, -7.883, 5.624], [5.822, -7.550, 7.003], [5.671, -6.072, 7.273], [6.898, -5.393, 7.072], [6.719, -4.017, 6.829], [10.238, -9.896, 6.078], [9.895, -9.381, 7.744], [8.765, -10.467, 6.904], [7.650, -9.667, 5.072], [8.831, -8.584, 4.294], [6.722, -7.684, 3.847], [7.404, -6.630, 5.095], [6.697, -7.957, 7.513], [4.936, -8.049, 7.404], [5.348, -5.928, 8.314], [4.897, -5.665, 6.611], [6.101, -3.848, 5.940], [7.704, -3.585, 6.662], [6.251, -3.514, 7.684]],
  "e_homo_ev": -9.14,
  "homo_lumo_gap_ha": 0.3059,
  "smiles": "[H]/N=C\\CC1=C(CC)C(=O)c2c(OC[C@@H](C)C(C)C)c(CCF)c(CCCF)c(CC=C)c2C1=O.COCCOCCOC.COCCOCCOC.COCCOCCOC.COCCOCCOC",
  "spin_multiplicity": 1
}



6.
{
  "formula": "C25H22BCl2N8O2ReSSe2",
  "method": "ωB97M-V with the def2-TZVPD basis set",
  "symbols": ["Re", "C", "C", "N", "N", "C", "N", "S", "C", "C", "C", "C", "C", "N", "H", "H", "H", "H", "H", "H", "H", "H", "H", "Se", "C", "N", "B", "C", "N", "H", "H", "H", "Cl", "C", "C", "C", "C", "C", "Cl", "C", "N", "C", "C", "C", "C", "C", "C", "C", "C", "O", "O", "H", "H", "H", "H", "H", "H", "H", "H", "H", "H", "Se", "C", "N"],
  "xyz": [[-0.510, 2.389, 0.532], [3.039, 2.386, -1.933], [2.070, 2.299, -0.818], [0.932, 3.043, -0.677], [0.805, 4.217, -1.305], [0.102, 5.070, -0.597], [-0.050, 6.288, -1.167], [-0.515, 4.628, 1.065], [2.222, 1.552, 0.388], [3.436, 0.901, 0.729], [3.619, 0.324, 1.987], [2.635, 0.635, 2.959], [1.555, 1.405, 2.584], [1.307, 1.838, 1.340], [2.685, 1.867, -2.847], [3.982, 1.955, -1.601], [3.227, 3.425, -2.213], [0.410, 6.418, -2.075], [-0.846, 6.878, -0.917], [4.182, 0.848, -0.040], [4.465, -0.337, 2.202], [2.619, 0.341, 4.003], [0.827, 1.750, 3.348], [-2.880, 1.809, 4.606], [-2.244, 1.887, 3.018], [-1.718, 2.021, 1.934], [-4.296, 2.937, -2.202], [-3.024, 2.762, -1.397], [-2.072, 2.634, -0.751], [-4.986, 2.013, -1.963], [-4.719, 3.987, -1.886], [-4.028, 2.936, -3.420], [-0.910, -1.442, 3.642], [-1.509, -2.995, 3.195], [-2.093, -3.766, 4.153], [-2.465, -5.079, 3.863], [-2.332, -5.582, 2.583], [-1.654, -4.832, 1.632], [-1.486, -5.578, 0.065], [-1.167, -3.524, 1.917], [-0.443, -2.739, 1.033], [0.404, -3.195, -0.011], [1.310, -4.244, 0.207], [2.075, -4.628, -0.883], [2.194, -3.842, -2.029], [1.341, -2.724, -2.180], [0.381, -2.469, -1.217], [-0.695, -1.439, -1.500], [-0.389, 0.036, -1.137], [-0.044, 0.825, -1.996], [-0.514, 0.349, 0.141], [-2.198, -3.388, 5.202], [-2.879, -5.729, 4.624], [-2.711, -6.572, 2.329], [-0.576, -1.725, 1.150], [1.437, -4.668, 1.219], [2.632, -5.532, -0.792], [2.849, -4.091, -2.838], [1.438, -2.008, -3.002], [-1.641, -1.669, -0.972], [-0.923, -1.422, -2.555], [-0.290, 3.245, -4.719], [-0.526, 3.591, -6.433], [-0.849, 3.729, -7.576]],
  "relative_energy_kj_mol": 0.0,
  "e_homo_ev": [-5.44, -3.40],
  "homo_lumo_gap_ha": [0.2412, 0.0898],
  "s2": 3.932,
  "spin_multiplicity": 4,
  "total_charge": -1
}



no.,molar mass (g/mol),DFT total energy (eV)
1,156.1,-38154.0903
2,569.2,-45785.3043
3,428.7,-35646.8267
4,503.0,-150885.6755
5,1010.3,-93061.8530
6,924.4,-211678.1104